# 1
An isolated molecule of C4H8ClN. Source: OMol25; level of theory: ωB97M-V/def2-TZVPD.

Geometry as ORCA input:
```
! wB97M-V def2-TZVPD RIJCOSX def2/J DEFGRID3
* xyz 0 1
H -2.080 -2.288 0.669
N -1.263 -1.646 0.398
C -1.358 -0.445 0.106
Cl -2.755 0.641 -0.086
C 0.120 0.364 -0.434
C 1.100 -0.686 -0.695
C 0.484 1.370 0.686
H -0.075 0.758 -1.367
H 1.652 -0.866 0.254
H 0.616 -1.565 -1.082
H 1.915 -0.284 -1.393
H 1.305 2.048 0.421
H 0.828 0.661 1.527
H -0.488 1.937 0.995
*
```

Results
LUMO level = 0.92 eV
HOMO energy = -9.94 eV
E_tot = -18288.9841 eV
HOMO-LUMO gap = 10.86 eV

Mulliken atomic charge list, values in e, 4 entries:
1. H 0.268
2. N -0.487
3. C 0.324
4. Cl -0.190

***

# 2
A structure of composition C13H20BN6O3S2W. Source: OMol25; level of theory: ωB97M-V/def2-TZVPD.

Geometry as ORCA input:
```
! wB97M-V def2-TZVPD RIJCOSX def2/J DEFGRID3
* xyz 1 3
W 0.205 -0.093 0.117
N 1.834 -2.679 -2.914
C 1.497 -1.625 -2.157
O 0.570 -1.708 -1.319
C 2.270 -0.335 -2.297
C 1.631 0.759 -1.391
H 1.327 -3.550 -2.841
H 2.579 -2.624 -3.587
H 2.285 -0.043 -3.354
H 3.311 -0.532 -2.023
H 1.219 1.529 -2.064
H 2.460 1.275 -0.877
N 2.242 -1.234 0.805
N 2.173 -1.577 2.185
C 0.870 -1.494 2.799
O 0.703 -2.056 3.847
O 0.076 -0.734 2.158
H 2.259 -2.089 0.225
H 3.123 -0.728 0.642
H 2.721 -2.382 2.470
C 1.772 1.496 3.061
C 0.604 2.144 2.418
N 0.046 1.752 1.286
C -0.975 2.610 0.915
C -1.203 3.641 1.777
S -0.107 3.568 3.091
C -1.637 2.287 -0.327
C -2.592 2.978 -1.011
S -3.024 2.138 -2.441
C -1.891 0.895 -2.054
N -1.237 1.113 -0.931
C -1.678 -0.287 -2.923
H 2.324 0.927 2.313
H 1.456 0.810 3.851
H 2.418 2.252 3.505
H -1.930 4.427 1.709
H -3.051 3.909 -0.746
H -2.537 -0.449 -3.570
H -1.512 -1.171 -2.302
H -0.798 -0.139 -3.554
B -3.735 -2.404 1.074
C -2.475 -1.724 0.602
N -1.513 -1.155 0.254
H -3.956 -1.963 2.160
H -4.589 -2.154 0.281
H -3.538 -3.577 1.137
*
```

Results
⟨S²⟩ = 2.0122
LUMO level (alpha / beta) = -3.11 / -3.82 eV
HOMO energy (alpha / beta) = -11.10 / -11.81 eV
E_tot = -53056.4258 eV
HOMO-LUMO gap (alpha / beta) = 7.99 / 7.99 eV

Mulliken atomic charge list, values in e, 4 entries:
1. W 1.683
2. N -0.358
3. C 0.767
4. O -0.739